Here is a cluster of 5 separate species, C20H40O5 in total in a non-equilibrium geometry from OMol25. Energies are from ωB97M-V/def2-TZVPD.

Geometry as XYZ:
```
65
Properties=species:S:1:pos:R:3:forces:R:3
H 1.4138 -0.5060 1.1983 -0.6 0.4 0.2
H -0.7481 -2.9589 -1.3207 0.6 0.0 0.0
H 8.0488 -7.1648 -0.0836 0.1 -0.2 0.1
C 2.7481 2.1120 6.6080 2.4 0.2 1.2
H 7.4905 -4.2638 -1.9164 -0.3 -0.3 0.0
H -8.8276 -2.4210 -0.7691 0.1 0.1 -0.5
H 1.7747 3.5131 5.2747 -0.1 0.0 0.1
H -2.1202 -2.4323 0.4742 0.4 -0.4 0.1
C 8.8706 -6.4930 -0.3319 -0.5 -0.5 0.0
C 0.7822 -1.3299 0.8661 0.4 -1.3 0.4
H 1.8143 4.0296 6.9809 0.3 0.1 -0.2
H 9.7177 -6.8046 0.2791 0.1 0.3 -0.2
C 0.4292 2.4812 6.6652 -0.6 -0.9 0.2
H 8.9081 -4.5180 0.6897 0.0 -0.1 0.0
C -2.0727 5.3496 -4.6621 1.6 -2.0 -0.2
H 1.1901 4.4789 -4.3034 -0.3 -0.1 -0.3
H 3.2810 2.3092 7.5382 0.6 1.2 -0.3
H 8.2851 -6.8343 -2.4453 -0.2 -0.4 0.2
C -1.4713 -1.6104 0.1718 0.1 0.2 0.5
H 7.3441 -5.2182 0.1945 -0.1 0.7 0.4
H -0.8378 -1.2914 -1.8932 -0.4 -0.2 -0.1
C 8.3770 -5.0414 -0.1054 -1.2 -1.6 2.7
H -0.8517 3.5640 -4.6458 -0.6 -0.3 0.2
O 9.3531 -5.1280 -2.1137 0.7 0.1 -1.4
H -0.3123 3.0923 7.1798 0.3 0.1 0.3
C 9.1233 -6.5072 -1.8301 0.9 1.1 -0.2
H -0.1126 2.0778 5.8098 0.2 -0.2 -0.4
H 1.3325 -2.2170 1.1797 -0.5 -0.4 1.2
H -9.7897 1.4292 -0.4544 -0.4 0.2 -0.3
H -2.7440 4.7564 -5.2831 -0.5 0.0 0.6
C -10.6032 0.0458 -1.9565 -0.4 -0.8 0.9
H 0.6089 5.5473 -3.0617 0.0 0.0 0.1
C 8.4368 -4.3633 -1.3848 0.7 1.2 -1.5
H -8.2221 0.0229 0.3284 0.4 -0.1 -0.3
C -9.4623 0.7599 -1.2500 -1.3 2.4 -0.8
H 3.5004 1.9614 5.8338 -0.2 -0.2 0.0
H 8.8500 -3.3574 -1.3103 0.0 0.1 0.0
C -1.0065 4.4197 -3.9886 -0.1 -0.9 0.3
H 1.8463 0.1665 6.3660 0.2 -0.4 -0.4
H -7.7863 -0.3229 -1.4428 0.7 -0.5 0.7
O -0.5740 -1.2740 1.2529 -0.3 0.2 0.6
C -9.3703 -1.4791 -0.6892 -2.3 -1.8 -0.9
H -10.0922 -1.6736 0.1039 0.4 0.6 0.9
H 0.7318 6.3361 -5.8622 0.0 0.2 0.2
H -2.1933 -0.8033 0.0478 0.3 0.5 -0.2
H 2.5528 0.3747 7.9465 -0.1 0.3 0.2
H -2.6111 5.9589 -3.9361 0.1 0.6 -0.2
C -8.5537 -0.2559 -0.6717 0.8 0.2 -0.5
H -11.5485 0.2592 -1.4575 -0.3 0.0 0.0
C 0.7821 -1.4891 -0.5965 1.0 -0.1 -1.7
H -9.0807 1.3596 -2.0763 0.9 0.3 0.6
C 0.0368 6.2698 -5.0251 -0.8 -0.7 -0.7
O 0.8063 1.3967 7.5355 -1.1 0.7 1.0
C 1.7267 3.1751 6.3099 -0.5 0.4 0.0
H 1.0764 -0.5169 -0.9920 0.0 -0.3 -0.8
H -10.7240 0.2917 -3.0115 0.2 0.0 0.0
H 1.4059 -2.3223 -0.9202 0.9 0.6 0.0
C 0.3461 5.1098 -4.0248 -0.3 1.9 -0.3
C -0.5824 -1.9190 -1.0394 -1.8 0.9 -0.1
H -0.0713 7.2245 -4.5104 0.2 0.1 0.0
O -10.2892 -1.3319 -1.8361 1.1 -0.7 0.0
H -1.1740 4.0951 -2.9616 -0.6 -0.2 -0.2
H 10.0505 -6.9723 -2.1648 -0.2 -0.4 0.2
C 2.0544 0.9082 7.1372 -1.4 -1.5 -1.6
O -1.2633 5.9451 -5.6435 1.2 1.5 0.5
```
Forces are in eV/Å.

Relative energy (zero: lowest compared OMol25 entry of this formula, charge and spin)   5.690 eV
Net charge   0
Orbital gap   10.02 eV

Here is a cluster of 3 separate species, C20H41ClIN2 in total in a non-equilibrium geometry from OMol25. Energies are from ωB97M-V/def2-TZVPD.

Geometry as XYZ:
```
65
Properties=species:S:1:pos:R:3:forces:R:3
H -0.9256 3.8523 1.1084 0.1 0.0 0.0
C 0.0124 3.7630 0.5499 -0.1 0.0 0.1
H -2.6821 3.5645 -0.3968 0.0 -0.1 0.0
H -3.1468 -3.4254 -0.3375 -0.9 -1.3 -0.6
N -1.1586 -1.2053 -2.4390 0.7 0.8 -0.2
H -1.7120 0.5554 -5.0840 -0.3 -0.4 0.7
H 3.1944 1.6035 4.1506 0.0 -0.1 0.0
H 0.7023 -1.5330 -1.3119 -1.5 -0.5 -0.4
Cl -4.6849 0.2884 -3.7086 2.9 -0.5 -0.1
H -0.8766 3.3576 -2.1417 0.0 0.0 0.0
C 2.7673 -0.3966 4.8155 0.0 0.1 0.0
C 3.1300 0.6000 3.7140 0.1 -0.1 -0.1
H 1.2548 -0.8045 6.3002 -0.1 0.1 0.0
H -4.5384 -4.0953 -1.4491 1.4 -0.2 0.7
H -3.8466 -5.1636 -0.1311 0.4 1.5 -0.8
H -0.3505 -5.6425 -1.4930 -0.7 1.7 0.6
H 3.5568 -0.3742 5.5735 0.0 -0.1 -0.1
C 1.6163 5.1168 -0.8988 -0.1 0.1 -0.1
H 0.2302 5.8939 0.5313 -0.1 -0.1 -0.1
C -0.2039 -3.5037 -2.1504 0.1 0.5 0.3
H -2.5707 -6.0750 -1.8746 0.2 1.6 -0.1
C -2.5091 2.6320 -0.9382 -0.1 0.0 -0.2
H -0.5322 5.2670 -0.9163 0.0 0.0 0.0
H 2.7502 -1.4166 4.4191 0.0 0.0 0.0
C 0.2670 5.0746 -0.1937 0.1 0.0 0.1
H 3.9707 -1.4586 1.9093 0.0 0.0 -0.1
C 3.2083 -1.2271 1.1625 -0.1 -0.2 0.0
H -0.7148 -3.4679 -3.1870 0.9 0.0 1.7
H -0.8494 -2.0457 -0.4631 0.6 0.1 -1.5
C -0.5954 -0.6213 -3.6180 -5.2 0.1 2.0
H 3.6278 -0.5128 0.4487 0.0 0.0 0.1
H -0.9251 -4.4340 -0.1727 0.1 -0.3 -1.5
H 0.9513 2.3382 -0.7718 0.0 0.0 0.0
H 2.5303 1.3936 1.8129 0.0 0.0 0.0
C 2.1593 0.6523 2.5307 -0.2 0.1 0.1
C -3.5767 -4.3393 -0.8841 0.4 -0.7 0.0
H -2.5784 -4.5545 -2.9109 0.4 -0.5 1.5
H 0.9078 -3.6679 -2.3471 -1.5 -0.1 0.4
H 0.7962 3.6245 1.3039 0.0 0.0 -0.1
H 1.7617 6.0905 -1.3734 0.1 -0.1 0.0
C 1.9417 -0.6750 1.8034 0.1 0.1 0.0
C -2.4297 -4.9403 -1.8405 -0.2 -0.1 0.4
H -0.2294 1.6439 0.3167 0.0 0.0 0.0
C -0.9195 -4.6561 -1.2929 -0.2 -0.7 -1.3
H -3.1740 -1.4686 -1.3316 1.1 0.7 -1.4
C -2.9718 -0.2159 -3.4316 1.5 -2.2 3.2
H 1.1944 -0.5181 1.0155 0.0 0.0 0.1
H 2.9830 -2.1514 0.6221 0.1 0.0 0.0
H 4.1366 0.3688 3.3489 -0.1 0.0 0.0
N -1.7732 0.0147 -4.2115 0.4 -1.6 2.1
H -2.7441 1.7963 -0.2731 0.0 0.1 0.0
H 1.6875 4.3550 -1.6795 0.1 0.0 0.0
H 2.4327 4.9618 -0.1888 0.0 0.0 -0.1
H 1.5182 -1.4207 2.4835 0.0 0.1 0.0
H 1.1886 1.0271 2.8732 0.0 0.0 0.0
H 0.6029 -0.1562 4.7950 0.0 0.0 0.1
H -0.9792 1.6111 -2.0319 0.1 0.0 0.0
C -2.5761 -1.0438 -2.1955 1.6 3.0 -5.7
I 1.4484 -0.6865 -4.3177 -2.1 0.1 0.7
C -0.3168 -2.0210 -1.4717 -0.1 -1.0 -0.5
C 1.4395 -0.0888 5.4951 0.0 -0.2 0.0
C -1.0772 2.5348 -1.4485 0.0 -0.1 0.1
H 1.4468 0.9140 5.9297 0.0 0.0 0.0
C -0.0361 2.5097 -0.3285 0.2 0.0 -0.1
H -3.2102 2.6020 -1.7773 -0.1 0.0 0.1
```
Forces are in eV/Å.

Net charge   +1
Orbital gap   8.45 eV